Record 1
145
Properties=species:S:1:pos:R:3:mulliken_charge:R:1 method="wB97M-V/def2-TZVPD" fmax_ev_per_a=9.83 lumo_ha=-0.0269 energy_ha=-5898.8494
O 5.735 2.526 -5.249 -0.59
N 4.705 2.225 -5.892 0.98
O 4.594 2.233 -7.098 -0.62
C 3.500 1.987 -5.134 0.22
C 3.694 1.750 -3.803 -0.70
C 2.576 1.498 -3.054 0.06
C 1.335 1.587 -3.618 -0.60
C 1.168 1.960 -4.954 -0.55
C 2.277 2.099 -5.779 -0.72
H 4.702 1.793 -3.372 0.64
H 2.653 1.293 -2.005 0.25
H 0.462 1.543 -2.956 0.38
H 0.156 2.125 -5.292 0.62
H 2.288 2.384 -6.814 0.53
O 1.113 -5.661 2.419 -0.66
N 1.008 -5.107 1.365 1.31
O 1.900 -4.617 0.705 -0.69
C -0.321 -4.941 0.758 0.25
C -1.418 -5.196 1.537 -0.87
C -2.623 -5.045 0.908 -0.60
C -2.702 -4.805 -0.448 -0.64
C -1.570 -4.597 -1.181 -0.43
C -0.312 -4.582 -0.569 -0.41
H -1.264 -5.436 2.575 0.79
H -3.461 -5.165 1.548 0.47
H -3.676 -4.785 -0.949 0.48
H -1.714 -4.506 -2.246 0.53
H 0.565 -4.280 -1.114 0.54
O 1.412 6.540 4.351 -0.67
N 1.709 5.373 4.252 1.08
O 2.092 4.720 5.204 -0.63
C 1.762 4.701 2.917 -0.49
C 1.571 5.505 1.770 -0.79
C 1.649 4.779 0.571 -0.75
C 1.804 3.385 0.586 0.01
C 2.049 2.674 1.718 1.07
C 1.970 3.333 2.914 -0.59
H 1.360 6.572 1.780 0.56
H 1.707 5.287 -0.387 0.52
H 1.879 2.957 -0.418 -0.02
H 2.283 1.614 1.664 0.08
H 2.134 2.798 3.819 0.51
O 7.204 -3.836 2.228 -0.66
N 6.023 -3.529 2.165 1.15
O 5.361 -3.341 1.171 -0.63
C 5.258 -3.371 3.358 0.15
C 5.991 -3.392 4.523 -0.79
C 5.298 -3.290 5.690 -0.44
C 3.928 -3.032 5.660 -0.75
C 3.224 -2.948 4.468 -0.40
C 3.883 -3.182 3.263 -0.26
H 7.063 -3.463 4.466 0.49
H 5.761 -3.377 6.689 0.33
H 3.355 -2.953 6.574 0.44
H 2.153 -2.810 4.471 0.72
H 3.450 -3.181 2.286 0.76
O -0.726 2.575 4.697 -0.65
N -0.923 2.102 3.578 1.17
O -0.357 1.140 3.103 -0.41
C -1.875 2.810 2.707 -0.51
C -2.803 3.679 3.264 -0.76
C -3.663 4.318 2.410 -0.56
C -3.571 4.098 1.053 -0.58
C -2.660 3.185 0.539 -1.18
C -1.802 2.510 1.378 1.09
H -2.781 3.895 4.332 0.53
H -4.336 5.068 2.819 0.38
H -4.168 4.628 0.327 0.50
H -2.575 2.952 -0.532 0.70
H -1.062 1.852 0.970 0.35
C 5.543 4.417 2.003 -0.91
C 5.576 3.385 0.809 -0.30
O 5.149 2.084 1.361 -0.18
S 4.936 0.857 0.416 0.90
C 6.480 -0.054 0.717 -1.23
O 3.911 0.096 1.059 -0.47
O 4.904 1.295 -0.927 -0.48
H 4.511 4.474 2.271 0.01
H 5.928 5.374 1.733 0.40
H 5.974 4.136 2.973 0.32
H 4.874 3.710 0.061 0.24
H 6.500 3.258 0.238 0.52
H 6.610 -0.183 1.806 0.34
H 7.354 0.368 0.222 0.40
H 6.372 -1.068 0.338 0.40
C -1.685 -1.105 -5.540 -0.62
C -1.792 -2.638 -5.474 -0.65
O -2.711 -3.030 -4.440 -0.21
S -4.064 -3.739 -4.757 1.22
C -5.079 -2.346 -5.340 -0.55
O -3.891 -4.698 -5.783 -0.68
O -4.554 -4.189 -3.517 -0.60
H -0.760 -0.936 -6.091 0.43
H -1.486 -0.556 -4.608 -0.03
H -2.526 -0.633 -6.029 0.30
H -2.121 -3.104 -6.403 0.53
H -0.842 -3.124 -5.230 0.30
H -6.050 -2.790 -5.553 0.52
H -4.678 -1.977 -6.290 0.28
H -5.094 -1.605 -4.545 -0.14
C -3.638 -1.029 2.398 -1.02
C -2.355 -1.268 3.291 1.13
O -2.380 -2.581 3.851 -0.50
S -1.263 -3.022 4.793 1.41
C -1.578 -2.513 6.208 -0.93
O -1.367 -4.427 4.825 -0.76
O -0.102 -2.401 4.336 -0.54
H -3.609 0.031 2.089 0.17
H -4.543 -1.287 2.930 0.52
H -3.717 -1.721 1.590 0.00
H -1.457 -1.200 2.722 -0.98
H -2.432 -0.601 4.130 0.49
H -2.357 -2.962 6.797 0.39
H -1.726 -1.441 6.268 0.32
H -0.732 -2.660 6.883 0.36
C -3.328 -1.395 -1.247 -0.27
C -1.865 -1.351 -1.622 -0.56
O -1.049 -1.381 -0.345 0.54
S 0.411 -0.765 -0.471 1.36
C 1.108 -1.443 1.126 0.02
O 1.107 -1.386 -1.550 -0.92
O 0.261 0.643 -0.452 -0.16
H -3.964 -1.295 -2.137 -0.36
H -3.589 -0.569 -0.579 -0.10
H -3.613 -2.288 -0.705 -0.05
H -1.552 -2.175 -2.250 0.19
H -1.676 -0.381 -2.071 0.44
H 0.378 -1.519 1.914 -0.67
H 1.940 -0.801 1.393 -0.02
H 1.501 -2.417 0.864 0.36
C -5.682 2.011 -1.060 -1.02
C -5.554 1.444 -2.492 -0.11
O -4.261 1.955 -3.026 -0.14
S -4.012 1.930 -4.553 1.07
C -4.732 3.564 -5.032 -1.18
O -2.627 2.012 -4.706 -0.41
O -4.816 0.906 -5.142 -0.59
H -5.892 3.083 -1.144 0.30
H -4.800 1.753 -0.518 -0.06
H -6.530 1.729 -0.470 0.52
H -5.518 0.364 -2.494 -0.03
H -6.359 1.828 -3.157 0.60
H -4.135 4.362 -4.571 0.34
H -5.756 3.632 -4.676 0.37
H -4.826 3.730 -6.101 0.39

Record 2
127
Properties=species:S:1:pos:R:3:mulliken_charge:R:1 method="wB97M-V/def2-TZVPD" fmax_ev_per_a=2.31 lumo_ha="-0.4274 / -0.4221" total_charge=+3 energy_ha=-3561.3893
Pt -0.142 -0.694 -0.181 4.39
C 3.404 -2.043 1.068 -1.40
Si 1.940 -0.801 0.980 -1.31
C 2.754 0.695 0.015 1.14
C 3.673 1.401 0.774 -0.41
C 4.472 2.388 0.217 -0.79
C 4.331 2.688 -1.126 -1.34
C 3.398 2.011 -1.890 -0.47
C 2.604 0.994 -1.350 0.01
P 1.289 0.239 -2.401 -0.01
C 1.050 1.235 -3.995 0.20
C 0.478 2.645 -3.813 -0.54
C 0.090 3.222 -5.177 -0.95
C 1.211 3.126 -6.214 -0.73
C 2.494 2.597 -5.601 -0.96
C 2.262 1.225 -4.960 -1.25
C 1.828 -1.365 -3.234 0.34
C 0.608 -2.036 -3.858 -0.83
C 1.010 -3.365 -4.504 -1.22
C 1.599 -4.293 -3.452 -0.13
C 2.810 -3.652 -2.790 -1.51
C 2.474 -2.275 -2.211 0.26
C 1.480 -0.497 2.838 0.81
C 2.355 -0.955 3.819 -0.38
C 1.978 -1.036 5.151 -1.28
C 0.690 -0.698 5.536 -0.94
C -0.191 -0.203 4.590 -0.87
C 0.209 -0.077 3.261 1.00
P -0.850 0.825 2.104 -1.30
C -0.673 2.656 2.565 0.55
C 0.690 3.203 2.113 0.21
C 1.791 3.158 3.167 -0.03
C 1.338 3.826 4.455 -1.47
C 0.140 3.071 5.005 -0.36
C -1.012 3.054 4.011 -0.75
C -2.677 0.351 2.077 1.35
C -3.648 0.591 3.253 -1.07
C -3.904 -0.592 4.182 -0.51
C -4.180 -1.869 3.398 -1.09
C -2.966 -2.164 2.525 -0.40
C -2.796 -1.067 1.487 1.10
H 4.216 -1.573 1.619 0.67
H 3.819 -2.321 0.106 0.40
H 3.130 -2.958 1.585 0.28
H 3.786 1.170 1.821 0.57
H 5.198 2.905 0.825 0.55
H 4.942 3.454 -1.578 0.51
H 3.296 2.277 -2.927 0.42
H 0.242 0.660 -4.467 0.66
H 1.186 3.301 -3.305 0.45
H -0.427 2.586 -3.210 0.01
H -0.202 4.266 -5.036 0.47
H -0.800 2.704 -5.541 0.30
H 1.401 4.101 -6.669 0.41
H 0.902 2.477 -7.037 0.35
H 2.869 3.309 -4.863 0.30
H 3.261 2.505 -6.370 0.49
H 3.186 0.916 -4.468 0.71
H 2.070 0.508 -5.761 0.45
H 2.550 -1.105 -4.015 1.22
H 0.149 -1.409 -4.622 0.53
H -0.127 -2.221 -3.074 -0.12
H 1.738 -3.193 -5.300 0.38
H 0.128 -3.816 -4.963 0.52
H 1.901 -5.229 -3.925 0.48
H 0.842 -4.532 -2.700 -0.19
H 3.610 -3.549 -3.523 0.49
H 3.181 -4.289 -1.984 0.43
H 3.389 -1.804 -1.845 0.59
H 1.771 -2.394 -1.376 -1.16
H 3.349 -1.274 3.552 0.48
H 2.684 -1.395 5.883 0.48
H 0.382 -0.805 6.562 0.54
H -1.188 0.090 4.882 0.73
H -1.444 3.099 1.918 0.86
H 0.552 4.248 1.828 0.66
H 1.034 2.659 1.231 -1.05
H 2.672 3.662 2.767 0.66
H 2.065 2.123 3.380 -0.25
H 1.056 4.860 4.251 0.41
H 2.149 3.839 5.182 0.51
H -0.211 3.540 5.925 0.57
H 0.449 2.056 5.261 -0.01
H -1.411 4.071 3.958 0.59
H -1.815 2.435 4.409 -0.15
H -2.999 1.063 1.297 -0.41
H -4.609 0.864 2.806 0.36
H -3.338 1.457 3.836 0.21
H -4.760 -0.352 4.815 0.54
H -3.054 -0.776 4.842 0.08
H -5.073 -1.756 2.778 0.37
H -4.359 -2.695 4.083 0.52
H -3.093 -3.121 2.018 0.20
H -2.075 -2.237 3.152 0.02
H -3.657 -1.089 0.815 0.64
H -1.891 -1.291 0.880 -1.59
C 0.464 -3.724 2.668 -1.07
O 0.203 -3.169 1.386 -0.15
C 0.142 -4.164 0.367 -0.55
C -1.140 -4.048 -0.447 -0.98
O -1.214 -2.819 -1.152 0.40
C -2.381 -2.782 -1.965 -1.11
H -0.329 -4.417 2.962 0.39
H 0.508 -2.902 3.378 0.13
H 1.418 -4.262 2.680 0.44
H 0.150 -5.162 0.813 0.66
H 1.021 -4.065 -0.280 -0.10
H -2.010 -4.143 0.216 0.31
H -1.175 -4.875 -1.169 0.61
H -2.321 -3.543 -2.752 0.38
H -2.445 -1.791 -2.408 0.19
H -3.277 -2.966 -1.367 0.31
C -5.930 1.411 -0.313 -0.93
C -5.207 0.893 -1.562 -0.65
C -3.755 1.122 -1.426 0.13
N -2.869 0.215 -1.254 -1.12
N -1.636 0.666 -1.036 0.59
C -1.545 1.980 -1.022 -0.24
N -0.412 2.641 -0.741 0.41
S -3.069 2.756 -1.331 -0.17
H -6.999 1.252 -0.407 0.44
H -5.754 2.479 -0.193 0.39
H -5.591 0.889 0.581 0.04
H -5.596 1.418 -2.436 0.42
H -5.372 -0.177 -1.692 0.29
H 0.451 2.113 -0.774 -1.02
H -0.369 3.639 -0.863 0.31

Record 3
135
Properties=species:S:1:pos:R:3:mulliken_charge:R:1 method="wB97M-V/def2-TZVPD" fmax_ev_per_a=0.89 lumo_ha=-0.2937 total_charge=+3 energy_ha=-4218.6573
Sn 0.818 0.421 0.516 1.17
C -3.434 -1.015 3.121 -1.90
C -3.767 -0.085 2.002 0.10
C -5.009 -0.050 1.438 -0.55
C -5.283 0.814 0.346 -0.10
N -4.342 1.577 -0.133 -0.27
N -3.119 1.560 0.424 0.89
B -2.290 2.581 -0.341 -1.17
N -1.114 3.338 0.219 -0.31
N -2.278 4.021 0.152 0.56
C -2.409 5.270 0.518 0.52
C -1.194 5.913 0.887 -1.27
C 0.010 5.272 0.908 0.20
C 1.275 5.964 1.268 -1.94
C 0.047 3.855 0.593 1.03
S 1.466 2.955 0.732 -0.42
C -3.746 5.956 0.593 2.36
C -3.969 6.360 2.063 -1.79
C -3.728 7.223 -0.277 -1.62
C -4.861 5.012 0.146 -1.50
N -2.361 2.361 -1.848 0.52
N -3.039 3.302 -2.528 -0.22
C -3.265 3.128 -3.800 -0.09
C -2.770 1.975 -4.469 -0.57
C -2.076 1.020 -3.791 0.35
C -1.532 -0.202 -4.457 -1.40
C -1.879 1.229 -2.392 -0.67
S -1.095 0.052 -1.433 0.57
C -4.051 4.169 -4.573 2.08
C -5.234 3.477 -5.269 -1.52
C -4.583 5.265 -3.655 -1.61
C -3.110 4.788 -5.622 -1.76
C -2.770 0.781 1.460 1.09
S -1.208 0.835 2.170 -0.53
C -6.664 0.899 -0.272 2.34
C -6.623 1.659 -1.600 -1.89
C -7.561 1.643 0.733 -1.57
C -7.219 -0.513 -0.515 -1.81
H -4.310 -1.580 3.432 0.44
H -3.045 -0.467 3.980 0.41
H -2.655 -1.711 2.803 0.22
H -5.787 -0.701 1.813 0.49
H -1.240 6.962 1.147 0.52
H 1.164 7.045 1.229 0.44
H 2.089 5.650 0.614 0.43
H 1.578 5.686 2.282 0.38
H -3.185 7.023 2.432 0.41
H -4.024 5.486 2.715 0.38
H -4.915 6.897 2.130 0.48
H -3.041 7.976 0.111 0.43
H -4.728 7.655 -0.273 0.48
H -3.460 7.002 -1.310 0.31
H -4.942 4.163 0.827 0.24
H -4.675 4.633 -0.859 -0.22
H -5.812 5.543 0.151 0.64
H -2.941 1.855 -5.531 0.54
H -1.706 -0.167 -5.530 0.53
H -2.010 -1.095 -4.050 0.30
H -0.460 -0.289 -4.267 0.05
H -5.861 2.953 -4.544 0.15
H -4.911 2.765 -6.030 0.41
H -5.848 4.228 -5.764 0.48
H -5.320 4.863 -2.957 0.23
H -5.064 6.038 -4.253 0.53
H -3.771 5.720 -3.090 0.17
H -2.703 4.037 -6.299 0.36
H -2.280 5.307 -5.138 0.37
H -3.662 5.512 -6.222 0.49
H -6.270 2.680 -1.458 0.14
H -7.625 1.692 -2.027 0.60
H -5.960 1.159 -2.309 0.33
H -7.180 2.646 0.933 0.21
H -7.635 1.102 1.678 0.40
H -8.567 1.737 0.323 0.48
H -6.536 -1.105 -1.127 0.37
H -8.167 -0.436 -1.045 0.46
H -7.413 -1.049 0.414 0.41
C 3.067 -3.175 1.344 -1.78
C 2.225 -4.355 0.818 2.43
C 3.121 -5.601 0.663 -1.81
C 1.128 -4.643 1.855 -2.02
Si 1.493 -3.992 -0.910 -1.10
C 2.622 -3.317 -2.296 2.57
C 2.965 -4.500 -3.226 -1.73
C 3.930 -2.729 -1.746 -1.87
C 1.899 -2.218 -3.100 -1.99
C -0.311 -4.490 -1.281 2.65
C -0.392 -6.025 -1.152 -1.91
C -1.270 -3.824 -0.277 -1.98
C -0.735 -4.084 -2.699 -1.72
H 4.022 -3.083 0.834 0.29
H 3.282 -3.354 2.400 0.59
H 2.536 -2.221 1.259 0.20
H 3.622 -5.789 1.615 0.48
H 3.895 -5.471 -0.097 0.39
H 2.541 -6.493 0.416 0.42
H 1.609 -4.964 2.782 0.63
H 0.460 -5.448 1.550 0.41
H 0.539 -3.751 2.077 0.29
H 3.587 -5.245 -2.727 0.43
H 3.531 -4.113 -4.076 0.49
H 2.076 -4.997 -3.621 0.37
H 4.499 -3.448 -1.157 0.43
H 3.748 -1.833 -1.150 0.21
H 4.557 -2.447 -2.595 0.65
H 1.123 -2.628 -3.743 0.47
H 2.634 -1.730 -3.745 0.71
H 1.460 -1.452 -2.453 0.23
H -0.127 -6.381 -0.155 0.39
H 0.251 -6.528 -1.878 0.45
H -1.420 -6.336 -1.349 0.50
H -1.127 -4.180 0.741 0.31
H -2.293 -4.074 -0.570 0.60
H -1.179 -2.734 -0.292 0.33
H -0.089 -4.512 -3.467 0.36
H -0.766 -2.999 -2.809 0.05
H -1.742 -4.468 -2.876 0.67
F 6.176 2.724 -4.411 -0.25
C 4.950 2.485 -4.876 0.76
F 4.506 3.583 -5.497 -0.25
F 5.029 1.499 -5.786 -0.23
C 4.002 2.071 -3.772 0.26
C 4.478 1.622 -2.551 -1.15
C 3.553 1.192 -1.615 -0.36
N 2.238 1.182 -1.832 0.75
C 1.796 1.640 -3.002 -0.58
C 2.635 2.094 -4.004 -1.03
H 5.537 1.617 -2.335 0.55
H 3.878 0.839 -0.640 0.58
H 0.720 1.640 -3.142 0.42
H 2.240 2.461 -4.942 0.55
N 2.014 0.277 2.910 -0.58
H 1.439 -0.204 3.598 0.25
H 2.131 1.224 3.266 0.23
H 2.935 -0.150 2.956 0.24